# 1
Density functional theory data (ωB97M-V/def2-TZVPD) for C20H13FN2O2 in the gas phase at a distorted geometry.

- energy (hartree) = -1129.8395
- net charge = 0
- energy above the lowest of the compared OMol25 structures with the same formula, charge and spin (eV) = 0.000
- 2S+1 = 1
- E_HOMO (eV) = -8.26
- SMILES = O=C(O)c1cc(F)cc(-c2c[nH]c3ncc(-c4ccccc4)cc23)c1

Each line ends with the natural charge from an NBO analysis.
Atoms and positions in Å:
O (0.323, -6.206, 0.348)  -0.59
C (0.390, -5.670, 1.430)  0.77
O (0.883, -6.271, 2.517)  -0.67
C (0.004, -4.253, 1.539)  -0.15
C (0.133, -3.523, 2.765)  -0.24
C (-0.145, -2.187, 2.900)  0.39
F (0.023, -1.608, 4.121)  -0.32
C (-0.566, -1.467, 1.767)  -0.25
C (-0.771, -2.130, 0.549)  -0.03
C (-1.265, -1.461, -0.648)  -0.14
C (-1.981, -2.051, -1.680)  0.00
N (-2.162, -1.105, -2.679)  -0.52
C (-1.568, 0.076, -2.328)  0.32
N (-1.560, 1.222, -3.031)  -0.43
C (-0.845, 2.227, -2.482)  0.05
C (-0.186, 2.163, -1.249)  -0.14
C (0.575, 3.336, -0.733)  0.04
C (1.327, 4.133, -1.604)  -0.23
C (2.157, 5.196, -1.147)  -0.20
C (2.195, 5.461, 0.211)  -0.22
C (1.406, 4.741, 1.080)  -0.20
C (0.605, 3.644, 0.633)  -0.23
C (-0.267, 0.950, -0.530)  -0.15
C (-0.986, -0.107, -1.086)  -0.07
C (-0.410, -3.492, 0.417)  -0.14
H (1.053, -7.189, 2.269)  0.50
H (0.488, -4.065, 3.640)  0.24
H (-0.773, -0.409, 1.849)  0.23
H (-2.394, -3.048, -1.725)  0.23
H (-2.772, -1.212, -3.474)  0.42
H (-0.764, 3.177, -3.040)  0.20
H (1.300, 3.954, -2.691)  0.21
H (2.748, 5.801, -1.806)  0.22
H (2.712, 6.331, 0.577)  0.21
H (1.395, 5.052, 2.081)  0.21
H (-0.012, 3.150, 1.333)  0.21
H (0.248, 0.844, 0.417)  0.22
H (-0.536, -4.005, -0.511)  0.23

Cartesian forces (eV/Å) of the 3 atoms listed first:
O 0.0 -0.6 0.4
C 0.1 0.2 -1.6
O -0.3 0.3 0.3



# 2
Density functional theory data (ωB97M-V/def2-TZVPD) for C20H14AgN4O6 as an isolated structure at a distorted geometry.

- energy (hartree) = -1588.0358
- net charge = -1
- 2S+1 = 1
- E_HOMO (eV) = -4.72

Each line ends with the natural charge from an NBO analysis.
Atoms and positions in Å:
Ag (-0.315, -0.681, 0.631)  0.88
O (0.731, 3.068, 2.878)  -0.70
C (-0.305, 2.138, 2.790)  0.78
O (-1.033, 2.057, 1.844)  -0.56
C (-0.274, 1.121, 3.838)  0.05
C (-0.133, 1.375, 5.198)  -0.23
C (-0.300, 0.240, 6.028)  -0.20
C (-0.195, -1.031, 5.470)  -0.21
C (-0.031, -1.159, 4.059)  0.12
N (-0.216, -0.079, 3.316)  -0.41
C (0.263, -2.445, 3.362)  0.73
O (0.520, -3.399, 4.084)  -0.68
O (0.153, -2.352, 2.067)  -0.84
H (0.485, 3.802, 2.245)  0.51
H (-0.090, 2.411, 5.470)  0.22
H (-0.452, 0.390, 7.086)  0.21
H (-0.444, -1.946, 6.039)  0.24
O (0.491, 3.586, -0.185)  -0.73
C (0.286, 3.811, -1.489)  0.37
C (0.281, 5.072, -2.058)  -0.30
C (0.015, 5.271, -3.409)  -0.18
C (-0.174, 4.137, -4.261)  -0.28
C (-0.067, 2.866, -3.712)  -0.14
C (0.078, 2.685, -2.340)  -0.22
C (0.197, 1.313, -1.770)  0.62
O (0.428, 1.192, -0.512)  -0.77
N (0.195, 0.302, -2.624)  -0.47
N (0.123, -0.879, -2.092)  -0.23
C (0.065, -1.932, -2.905)  -0.04
C (0.008, -3.337, -2.438)  0.17
C (-0.292, -4.453, -3.313)  -0.27
C (-0.306, -5.690, -2.783)  -0.20
C (0.037, -5.891, -1.444)  -0.29
C (0.184, -4.741, -0.647)  0.07
N (0.445, -3.580, -1.177)  -0.41
H (0.398, 2.515, -0.044)  0.52
H (0.461, 5.988, -1.434)  0.21
H (-0.018, 6.278, -3.779)  0.20
H (-0.298, 4.284, -5.302)  0.20
H (-0.338, 2.001, -4.296)  0.23
H (-0.062, -1.755, -4.010)  0.16
H (-0.539, -4.280, -4.347)  0.21
H (-0.533, -6.554, -3.450)  0.20
H (0.326, -6.904, -1.056)  0.21
H (0.246, -4.815, 0.474)  0.22

Cartesian forces (eV/Å) of the 3 atoms listed first:
Ag 0.5 -0.3 0.0
O -1.9 0.4 -0.3
C 1.2 1.1 -1.2



# 3
Density functional theory data (ωB97M-V/def2-TZVPD) for C20H14BrCl3NO9SW as an isolated structure at a distorted geometry.

- energy (hartree) = -5922.4796
- net charge = -1
- energy above the lowest of the compared OMol25 structures with the same formula, charge and spin (eV) = 0.809
- 2S+1 = 3
- E_HOMO (alpha / beta) (eV) = -3.35 / -5.44

Each line ends with the Mulliken spin population.
Atoms and positions in Å:
W (-0.327, -0.401, -0.590)  0.12
Cl (-4.471, 5.211, 1.112)  0.00
C (-3.325, 3.885, 1.132)  -0.10
C (-3.198, 3.131, 2.297)  0.20
C (-2.319, 2.060, 2.296)  -0.06
Cl (-2.174, 1.078, 3.725)  0.00
C (-1.536, 1.726, 1.187)  0.13
O (-0.734, 0.693, 1.208)  0.05
C (-1.623, 2.580, 0.039)  -0.08
C (-0.727, 2.376, -1.014)  0.54
O (0.266, 1.480, -0.941)  0.07
C (-2.568, 3.629, 0.019)  0.16
H (-3.778, 3.361, 3.178)  0.02
H (-0.773, 2.996, -1.904)  0.01
H (-2.673, 4.231, -0.875)  0.01
Cl (2.503, -1.370, 6.172)  0.00
C (2.135, -1.111, 4.479)  -0.10
C (3.060, -0.439, 3.686)  0.22
C (2.749, -0.223, 2.346)  -0.10
C (1.559, -0.669, 1.805)  0.11
O (1.321, -0.453, 0.504)  0.06
C (0.639, -1.391, 2.605)  0.07
C (-0.535, -1.904, 2.041)  0.38
O (-0.833, -1.843, 0.764)  0.09
C (0.948, -1.578, 3.969)  0.15
H (3.992, -0.092, 4.108)  0.02
H (3.440, 0.302, 1.697)  -0.01
H (-1.256, -2.413, 2.675)  0.01
H (0.247, -2.101, 4.607)  0.01
C (-3.348, -0.645, -1.147)  0.01
O (-2.157, -0.144, -0.596)  0.00
H (-4.185, -0.226, -0.588)  0.00
H (-3.353, -1.733, -1.065)  0.00
H (-3.428, -0.379, -2.199)  0.00
O (-0.742, 0.011, -2.697)  0.01
S (-0.850, -1.447, -3.142)  0.00
O (0.251, -1.834, -3.984)  0.00
O (-0.666, -2.050, -1.711)  0.00
O (-2.143, -1.772, -3.671)  0.00
Br (1.765, -3.188, -0.546)  0.00
C (2.263, -1.922, -1.859)  0.00
C (3.266, -2.270, -2.746)  0.00
C (3.642, -1.351, -3.704)  0.00
C (3.018, -0.119, -3.725)  0.00
C (2.050, 0.154, -2.783)  0.00
N (1.668, -0.724, -1.856)  0.00
H (3.719, -3.247, -2.675)  0.00
H (4.408, -1.599, -4.428)  0.00
H (3.272, 0.631, -4.461)  0.00
H (1.540, 1.105, -2.741)  0.00

Cartesian forces (eV/Å) of the 3 atoms listed first:
W 0.2 0.8 2.2
Cl 0.0 0.0 0.0
C 0.0 0.1 0.0



# 4
Density functional theory data (ωB97M-V/def2-TZVPD) for C20H14BrF3N3O6SSe4Ta as an isolated structure at a distorted geometry.

- energy (hartree) = -14320.9448
- net charge = 0
- energy above the lowest of the compared OMol25 structures with the same formula, charge and spin (eV) = 2.377
- 2S+1 = 1
- E_HOMO (eV) = -7.45

Each line ends with the natural charge from an NBO analysis.
Atoms and positions in Å:
Ta (-2.258, 0.217, -0.289)  1.72
C (6.166, -0.733, 1.221)  -0.64
C (4.700, -0.606, 0.919)  0.03
C (3.762, -1.385, 1.591)  -0.21
C (2.410, -1.266, 1.319)  -0.18
C (2.011, -0.348, 0.360)  -0.31
C (2.919, 0.444, -0.334)  -0.16
C (4.262, 0.309, -0.041)  -0.21
S (0.327, -0.241, -0.055)  2.24
O (-0.477, -1.130, 0.796)  -0.93
O (-0.202, 1.138, 0.143)  -0.91
N (-0.093, -0.440, -1.541)  -0.90
C (0.147, -1.512, -2.408)  0.35
C (1.117, -2.486, -2.169)  -0.29
C (1.288, -3.487, -3.108)  -0.15
C (0.495, -3.493, -4.243)  -0.28
C (-0.440, -2.479, -4.383)  0.06
N (-0.615, -1.506, -3.497)  -0.42
H (6.363, -1.574, 1.884)  0.22
H (6.536, 0.173, 1.704)  0.23
H (6.741, -0.873, 0.305)  0.23
H (4.093, -2.094, 2.339)  0.22
H (1.671, -1.857, 1.843)  0.26
H (2.572, 1.147, -1.080)  0.25
H (4.985, 0.919, -0.567)  0.22
H (1.718, -2.466, -1.269)  0.21
H (2.029, -4.259, -2.947)  0.22
H (0.590, -4.262, -4.997)  0.22
H (-1.085, -2.439, -5.253)  0.20
Se (-2.273, 1.529, -2.424)  -0.10
Se (-4.162, 2.885, -2.882)  0.00
Se (-5.006, 3.004, -0.774)  0.01
Se (-4.871, 0.778, -0.286)  -0.13
Br (-2.387, 5.358, -0.841)  0.08
C (-2.223, 4.704, 0.925)  0.16
C (-2.200, 5.614, 1.975)  -0.27
C (-2.008, 5.119, 3.253)  -0.16
C (-1.837, 3.754, 3.430)  -0.22
C (-1.920, 2.947, 2.311)  0.10
N (-2.124, 3.403, 1.077)  -0.42
C (-1.715, 1.459, 2.411)  0.80
O (-0.922, 0.975, 3.167)  -0.54
O (-2.454, 0.796, 1.528)  -0.79
H (-2.321, 6.670, 1.783)  0.24
H (-1.981, 5.792, 4.099)  0.22
H (-1.637, 3.313, 4.396)  0.24
F (-3.664, -4.442, -0.339)  -0.30
C (-2.684, -3.697, 0.193)  0.91
F (-2.602, -3.959, 1.494)  -0.29
F (-1.530, -4.028, -0.392)  -0.30
C (-3.000, -2.206, -0.036)  0.70
O (-2.619, -1.641, -1.123)  -0.68
O (-3.592, -1.540, 0.812)  -0.55

Cartesian forces (eV/Å) of the 3 atoms listed first:
Ta -0.8 0.3 -0.6
C 0.0 0.0 0.0
C 0.0 0.0 0.0